138
Properties=species:S:1:pos:R:3:mulliken_charge:R:1 method="wB97M-V/def2-TZVPD" smiles=COCCNCCOC.COCCNCCOC.COCCNCCOC.CC(C)O.CC(C)O.CC(C)O.CC(C)O.CC(C)O.CO relative_energy_kcal_mol=112.9 gap_ev=8.8 e_homo_ev=-8.27
H -3.54 22.95 -39.65 0.28
H -1.19 20.90 -37.27 0.46
H 0.38 16.40 -35.17 0.49
C -9.12 15.44 -37.44 -1.24
H -2.95 22.65 -36.88 0.18
H -9.99 14.22 -34.33 0.41
H -0.40 16.42 -29.37 0.35
H 2.22 17.89 -29.69 0.36
C -7.91 23.39 -37.46 -0.86
O -3.30 31.33 -31.72 -0.40
H -9.87 15.94 -34.57 0.30
C 3.01 18.29 -36.08 0.79
H -4.31 19.44 -31.61 0.21
C 4.13 12.61 -29.09 -0.82
H -8.48 14.82 -34.46 0.38
H -2.81 24.35 -41.44 0.33
C -3.10 21.69 -36.38 -0.36
H 3.92 18.37 -38.17 0.34
O -6.21 19.29 -34.21 -0.32
N -3.68 21.95 -35.04 -0.23
H -7.23 18.35 -35.81 0.35
O -1.92 24.01 -41.58 -0.57
H -4.75 21.27 -33.49 0.52
H -3.07 21.79 -40.91 0.43
H -2.07 17.38 -35.61 0.45
H 4.90 19.01 -36.71 0.36
H 2.05 14.19 -30.97 0.19
C 0.51 21.33 -35.30 -0.99
C 2.45 14.90 -28.81 -0.62
C -3.34 19.76 -31.23 -0.11
H -7.44 22.62 -36.85 -0.06
C -1.55 23.24 -40.46 0.69
O 1.96 17.74 -36.78 -0.52
H -4.62 31.16 -30.25 0.25
H 0.64 15.65 -30.59 0.21
H -2.12 25.25 -33.44 0.35
C 2.18 13.85 -29.94 -0.28
H -0.60 24.62 -34.18 0.31
H 2.77 19.14 -35.45 0.15
H 0.82 21.88 -36.18 0.39
C 0.63 16.30 -29.71 -0.74
H 1.01 21.94 -34.55 0.35
H -3.54 20.02 -34.11 -0.56
H -2.45 21.49 -39.36 0.16
C -3.87 31.87 -30.59 -0.69
H 0.13 22.21 -41.70 0.34
H -1.44 23.74 -32.84 0.22
H -1.81 24.60 -30.88 0.36
H 1.24 13.33 -29.74 0.33
H -1.97 19.93 -36.07 0.03
H -6.34 24.93 -38.45 0.27
H -0.47 17.50 -32.14 0.49
O -2.84 18.63 -30.61 -0.63
H 4.92 13.33 -28.87 0.30
H 0.92 20.32 -35.33 0.19
H 3.28 15.58 -29.01 0.19
O -8.86 13.33 -36.36 -0.56
H -2.92 26.58 -29.94 0.46
H 2.78 16.89 -34.42 0.11
H -7.47 21.25 -39.07 0.42
H -2.29 18.11 -31.20 0.43
O 0.90 18.14 -31.18 -0.10
H -1.33 28.06 -31.92 0.24
H -3.56 28.68 -31.25 0.37
C -1.75 20.96 -36.34 -0.38
C -1.32 25.56 -30.96 -0.64
H 3.57 19.82 -37.25 0.34
H -3.17 26.61 -31.56 0.39
O -0.91 21.36 -35.18 -0.10
C 0.32 16.64 -34.11 -1.16
H 2.71 14.36 -27.90 0.52
H -1.68 30.44 -32.38 0.37
H -8.01 23.54 -39.70 0.14
H 4.37 17.54 -34.48 0.36
H -9.12 12.69 -35.69 0.31
H -8.12 19.45 -35.09 0.41
C -1.16 16.55 -33.72 0.11
N 1.17 15.54 -28.59 -0.18
H -7.80 24.32 -36.91 0.43
H -6.52 21.89 -40.33 0.38
O 3.22 12.99 -30.14 -0.42
H 0.93 15.87 -33.64 0.50
H -3.38 20.61 -30.55 0.33
C -9.46 14.98 -34.90 -1.38
C 1.14 17.80 -29.86 -0.66
H 0.65 18.50 -29.18 0.39
C -2.08 17.54 -34.53 -0.86
H -0.54 25.60 -30.19 0.30
C -7.32 23.30 -38.89 0.71
C 3.94 18.79 -37.17 -1.47
H -1.63 18.53 -34.44 -0.21
C -2.34 26.69 -30.86 -0.64
H -8.02 17.97 -34.27 0.23
C -4.24 20.82 -34.34 0.53
H 0.83 15.62 -27.64 0.25
H 3.87 16.41 -35.72 0.45
O -6.30 24.18 -39.05 -0.48
C -2.22 30.46 -31.43 -0.54
H -9.27 16.52 -37.39 0.33
C -1.18 24.72 -33.26 -0.61
H -5.19 19.62 -35.87 0.44
H -6.05 21.12 -35.46 -0.08
C -5.50 20.27 -35.05 -0.55
C -0.23 22.40 -40.69 -1.20
H -0.43 21.41 -40.28 0.32
C 3.54 17.25 -35.12 -1.20
H -3.12 32.07 -29.82 0.32
H -1.46 30.87 -30.76 0.35
C -2.68 29.08 -30.74 -0.46
O -1.26 17.00 -32.35 -0.69
O -0.59 25.44 -32.22 -0.45
H -9.38 15.07 -38.44 0.29
H -3.01 22.41 -34.44 0.21
H -10.72 14.35 -36.47 0.17
H 2.64 19.21 -31.60 0.34
H -2.61 19.95 -32.01 -0.15
H 1.29 20.20 -30.84 0.37
H 3.64 12.22 -28.19 0.33
H -5.86 21.63 -38.68 0.05
C 1.56 19.39 -31.51 -0.74
H -2.85 29.22 -29.68 0.22
C -2.73 22.32 -40.02 -1.24
H 1.27 19.63 -32.53 0.02
H -1.70 15.60 -33.77 0.30
H -8.94 23.04 -37.53 0.33
N -1.72 27.98 -31.00 -0.33
C -6.71 22.00 -39.26 -1.22
H -4.39 32.82 -30.72 0.26
H -8.05 15.26 -37.35 0.33
C -9.65 14.51 -36.30 0.67
H -3.80 21.17 -37.03 0.02
H 2.26 16.92 -37.17 0.39
H 4.79 11.79 -29.35 0.29
C -7.39 18.70 -34.79 -0.83
H -3.11 17.61 -34.20 0.42
H 0.74 17.63 -33.94 0.10
H 0.59 22.60 -40.00 0.31
H -1.42 23.79 -39.53 0.14

=====

15
Properties=species:S:1:pos:R:3:mulliken_charge:R:1 method="wB97M-V/def2-TZVPD" smiles="CC(C)C1=PC1" relative_energy_kcal_mol=59.4 gap_ev=8.8 e_homo_ev=-8.36
H -0.47 2.47 -0.41 0.39
P 2.97 0.67 0.24 -0.18
H -1.05 -0.54 1.29 0.31
H -1.70 1.41 0.15 0.52
H -0.35 -1.71 0.17 0.56
C 1.38 0.35 0.00 -0.21
H 2.78 -1.68 -0.77 0.28
H 2.53 -1.57 1.20 0.30
H -1.81 -0.89 -0.27 0.32
H -0.14 0.17 -1.53 0.27
H -0.54 1.77 1.22 0.39
C 2.47 -1.17 0.18 -0.79
C -0.72 1.63 0.15 -1.64
C -0.78 -0.81 0.26 -1.55
C -0.05 0.38 -0.37 1.03

=====

10
Properties=species:S:1:pos:R:3:mulliken_charge:R:1 method="wB97M-V/def2-TZVPD" relative_energy_kcal_mol=181.2 gap_ev=10.8 e_homo_ev=-10.25
H 2.56 -1.60 -0.50 0.36
N -0.84 -0.71 -0.48 0.06
O -1.85 1.19 0.33 -0.36
N -1.16 0.44 -0.64 -0.10
H -1.83 2.05 -0.02 0.37
H -1.53 -1.14 1.36 0.34
C 2.14 -0.64 -0.45 -0.38
C 1.98 0.47 -0.07 -0.28
H 1.52 1.47 -0.10 0.32
O -1.00 -1.54 0.57 -0.32

=====

84
Properties=species:S:1:pos:R:3:mulliken_spin:R:1 method="wB97M-V/def2-TZVPD" spin_multiplicity=4 relative_energy_kcal_mol=41.6 gap_ev="7.2 / 5.6" e_homo_ev="-15.41 / -15.81" charge=+3
H -4.24 3.20 -3.44 0.00
H 1.47 3.45 -0.70 0.00
H 0.43 -2.23 -3.59 0.00
H 0.40 1.09 4.95 0.00
H 3.92 -3.50 -1.43 0.00
C 3.41 -2.53 -1.50 0.01
H -3.48 0.06 -2.76 0.00
C 0.31 1.74 -2.94 0.09
H -0.05 -0.98 5.02 0.00
H 2.93 -1.10 -4.07 0.00
H 2.08 0.12 -5.02 0.01
H 3.00 -3.74 1.69 0.00
H -2.83 4.35 -2.33 0.00
H -2.32 1.69 2.27 0.00
H -1.73 2.23 0.04 0.01
H 3.68 -2.11 1.62 0.00
H -3.37 -3.19 -1.85 0.00
H 4.68 2.27 -1.05 0.00
H -3.22 0.78 4.08 0.00
Si 1.07 0.03 -2.87 0.23
H -3.44 1.76 -4.04 0.00
C 0.56 1.34 3.90 0.01
H -2.02 -2.54 -0.20 0.01
C 0.73 -3.73 -0.60 0.00
C -2.67 -1.09 3.19 0.06
H 3.02 -2.45 -2.52 0.00
H 1.26 -2.03 4.51 0.00
H -0.48 1.76 -3.70 0.01
H 2.05 -2.36 2.25 0.00
N -3.45 -2.21 -2.10 0.02
C -2.77 -1.28 -1.43 0.00
C 2.76 -2.69 1.49 0.03
H -0.77 -1.61 -2.45 -0.03
H 1.43 2.00 3.86 0.00
Re -1.11 -0.25 0.97 1.82
N -2.92 0.00 -1.92 0.02
H 0.25 -3.52 -1.56 0.00
H 4.17 -1.76 -1.34 0.00
H 1.14 -4.74 -0.66 0.00
C 2.50 -0.10 -4.02 0.01
Si 2.73 1.48 0.11 0.14
N -1.60 1.11 2.71 0.06
H -4.83 1.65 -2.90 0.00
H -0.10 2.05 -1.99 -0.02
C -2.57 1.22 -1.37 0.01
H -3.45 -0.98 2.43 0.00
C -3.92 2.20 -3.16 0.00
H 3.30 0.61 -3.84 0.00
C 3.74 1.11 1.62 0.04
H -1.08 2.73 3.99 0.00
H -1.92 -2.56 2.04 0.01
H -3.10 -1.70 3.99 0.00
C 3.86 1.61 -1.34 0.00
C -0.13 -1.34 -3.29 0.12
H -1.68 0.19 4.62 0.00
C -2.31 0.28 3.74 -0.01
H 4.29 0.66 -1.64 0.00
H -0.26 2.67 2.44 -0.01
H 3.17 0.84 2.50 -0.01
H 2.11 3.75 0.91 0.00
H -4.03 -2.01 -2.90 0.00
Si 0.98 -0.33 -0.22 0.15
C 1.64 2.99 0.27 0.02
N -3.00 2.29 -2.02 0.03
Si 2.07 -2.49 -0.23 0.09
H 1.07 2.47 -3.24 0.00
N -1.51 -1.78 2.54 0.00
C -0.53 -2.42 3.45 0.01
H 0.67 2.73 0.70 0.00
H -1.06 -3.03 4.19 0.00
N -1.84 1.28 -0.27 0.01
H -3.16 3.91 -0.65 0.00
H 4.33 2.01 1.85 0.01
C 0.40 -1.46 4.15 -0.02
H -0.75 -1.03 -4.14 0.01
H 4.45 0.30 1.42 0.00
H -0.04 -3.74 0.18 0.00
C -0.62 2.06 3.27 0.00
H -1.54 3.67 -1.35 0.00
H 0.06 -3.09 2.82 0.00
H 3.37 2.07 -2.20 0.00
S 1.02 -0.18 3.03 0.07
C -2.61 3.63 -1.55 0.00
N -2.01 -1.55 -0.40 -0.05